# 1
This record from OMol25 describes a molecular structure, C24H36O30S3. The level of theory is the ωB97M-V functional and the def2-TZVPD basis.

Calculated values
Frontier orbital gap: 10.9 eV
Electronic energy: -4387.824357 Eh

The geometry in ORCA input format:
```
! wB97M-V def2-TZVPD RIJCOSX def2/J DEFGRID3
* xyz 0 1
C -1.86 4.69 -4.55
C -0.36 4.95 -4.69
O 0.13 3.91 -5.50
C -0.85 3.09 -5.71
O -0.84 2.14 -6.43
O -2.03 3.49 -5.13
H -2.38 5.57 -5.04
H -2.19 4.67 -3.54
H 0.09 4.85 -3.67
H -0.05 5.94 -5.08
C -2.34 -4.67 6.14
C -3.28 -5.30 7.12
O -3.84 -6.40 6.34
C -3.55 -6.15 5.00
O -3.83 -6.92 4.15
O -2.81 -5.04 4.87
H -1.38 -5.13 6.24
H -2.34 -3.60 6.21
H -4.09 -4.73 7.48
H -2.86 -5.73 8.04
C 0.77 -0.56 2.37
C 1.28 -0.02 3.66
O 0.35 -0.49 4.68
C -0.61 -1.24 4.09
O -1.48 -1.77 4.66
O -0.51 -1.12 2.66
H 1.46 -1.40 2.07
H 0.73 0.15 1.50
H 1.28 1.06 3.63
H 2.29 -0.34 3.99
C -2.63 -3.95 0.05
C -1.81 -4.39 1.23
O -0.55 -3.88 0.88
C -0.47 -3.72 -0.44
O 0.60 -3.46 -0.96
O -1.66 -3.85 -1.05
H -3.19 -2.97 0.11
H -3.36 -4.76 -0.14
H -1.67 -5.52 1.41
H -2.24 -3.95 2.16
C 4.85 -2.37 -0.84
C 3.48 -2.50 -0.06
O 3.58 -1.52 0.99
C 4.93 -1.11 1.06
O 5.28 -0.30 1.87
O 5.69 -1.71 0.10
H 4.77 -1.67 -1.60
H 5.28 -3.37 -1.08
H 3.26 -3.50 0.32
H 2.64 -2.24 -0.73
C -0.28 -0.08 -1.99
C 0.24 0.40 -3.36
O -0.25 1.72 -3.28
C -0.35 2.08 -1.96
O -0.65 3.19 -1.57
O -0.26 1.02 -1.17
H 0.24 -0.92 -1.51
H -1.35 -0.35 -2.10
H -0.21 -0.11 -4.24
H 1.32 0.43 -3.40
C 0.68 4.89 0.90
C -0.45 4.18 1.58
O 0.24 3.34 2.62
S 1.42 4.28 3.11
O 2.47 3.44 3.55
O 0.98 5.32 4.00
O 1.88 4.92 1.78
H 0.32 5.87 0.67
H 0.98 4.31 0.00
H -0.92 3.49 0.89
H -1.18 4.80 2.12
C 4.72 2.54 1.18
C 5.69 2.23 0.05
O 4.84 2.04 -1.08
S 3.37 1.81 -0.83
O 3.08 0.42 -1.19
O 2.63 2.81 -1.49
O 3.44 1.99 0.72
H 4.49 3.67 1.17
H 4.90 2.18 2.22
H 6.26 1.27 0.22
H 6.31 3.03 -0.29
C -3.31 0.19 -4.64
C -4.78 0.40 -4.69
O -5.24 -0.06 -3.42
S -4.45 -1.50 -3.31
O -5.10 -2.35 -4.23
O -4.30 -1.72 -1.90
O -3.07 -1.03 -3.91
H -2.91 1.08 -4.07
H -2.92 0.08 -5.66
H -5.25 0.00 -5.58
H -4.93 1.56 -4.75
*
```


# 2
This record from OMol25 describes a molecular structure, C24H36P2SiV. The level of theory is the ωB97M-V functional and the def2-TZVPD basis.

Calculated values
Energy above the lowest of the compared OMol25 structures with the same formula, charge and spin: 56.3 kcal per mole
Frontier orbital gap (alpha / beta): 4.3 / 4.7 eV
<S²>: 0.7898
Electronic energy: -2851.611215 Eh

The geometry in ORCA input format:
```
! wB97M-V def2-TZVPD RIJCOSX def2/J DEFGRID3
* xyz 2 2
C 1.40 1.96 0.95
C 0.34 2.43 0.11
C -0.81 2.70 0.91
H 0.44 2.64 -0.95
C -0.48 2.37 2.27
C 0.88 1.92 2.29
H 1.48 1.73 3.18
H 2.42 1.77 0.64
H -1.74 3.14 0.55
H -1.10 2.57 3.13
V -0.30 0.50 1.15
C -1.88 -1.70 -2.55
H -2.84 -1.47 -2.04
H -1.58 -2.74 -2.40
H -1.96 -1.53 -3.63
Si -0.46 -0.63 -1.94
C 1.35 -0.44 -2.52
C 2.12 0.72 -2.45
H 1.66 1.69 -2.23
C 3.49 0.67 -2.75
H 4.08 1.59 -2.75
C 4.08 -0.56 -3.06
H 5.15 -0.61 -3.27
C 3.32 -1.73 -3.07
H 3.78 -2.70 -3.29
C 1.96 -1.67 -2.85
H 1.37 -2.59 -2.84
C -1.37 1.05 -2.44
C -0.96 1.86 -3.51
H -0.03 1.66 -4.03
C -1.76 2.93 -3.97
H -1.41 3.56 -4.80
C -3.01 3.18 -3.38
H -3.65 3.99 -3.75
C -3.43 2.41 -2.29
H -4.39 2.61 -1.81
C -2.59 1.39 -1.81
H -2.94 0.80 -0.95
H -0.76 -0.41 -0.37
H 0.17 -1.80 -1.17
C -2.50 -2.05 2.67
P -1.45 -0.58 3.00
C -2.46 0.47 4.09
C -0.04 -1.19 4.05
C 1.32 -1.28 3.35
P 1.26 -1.24 1.49
C 2.99 -1.02 0.95
C 0.93 -3.01 1.12
H -3.55 -1.77 2.82
H -2.23 -2.86 3.36
H -2.36 -2.40 1.64
H -3.15 -0.13 4.70
H -1.82 1.07 4.75
H -3.07 1.15 3.49
H -0.01 -0.52 4.91
H -0.36 -2.17 4.42
H 1.98 -0.45 3.67
H 1.84 -2.21 3.62
H 3.56 -1.95 1.07
H 3.01 -0.74 -0.10
H 3.47 -0.22 1.53
H -0.05 -3.32 1.51
H 0.93 -3.17 0.04
H 1.71 -3.65 1.57
*
```


# 3
This record from OMol25 describes a molecular structure, C24H37BBr3CaClF10MgN2O10S. The level of theory is the ωB97M-V functional and the def2-TZVPD basis.

Calculated values
Frontier orbital gap: 3.0 eV
Electronic energy: -12279.870293 Eh

The geometry in ORCA input format:
```
! wB97M-V def2-TZVPD RIJCOSX def2/J DEFGRID3
* xyz -2 1
C 4.64 -0.82 2.19
C 4.45 0.54 2.90
C 2.93 0.90 3.17
O 2.09 0.43 2.12
C 1.26 1.46 1.61
C 2.09 2.35 0.62
C 1.18 3.60 0.26
C 1.95 4.57 -0.68
C 1.94 4.54 -2.13
C 2.70 5.56 -2.80
N 3.40 6.55 -2.25
C 3.39 6.55 -0.91
C 2.72 5.61 -0.07
C -0.11 3.03 -0.43
C -0.85 1.91 0.35
N -0.01 0.91 1.08
C 0.15 -0.44 0.40
C 0.95 -0.53 -0.92
C 2.34 -1.21 -0.58
O 2.45 -2.47 -1.21
C 3.78 -2.75 -1.64
H 4.82 -0.64 1.11
H 5.57 -1.29 2.59
H 3.82 -1.54 2.36
H 4.94 0.58 3.91
H 4.88 1.38 2.32
H 2.64 0.31 4.08
H 2.89 1.99 3.35
H 0.98 2.14 2.45
H 2.95 2.77 1.18
H 2.48 1.84 -0.28
H 0.94 4.17 1.17
H 1.37 3.80 -2.77
H 2.71 5.52 -3.91
H 3.97 7.36 -0.39
H 2.79 5.70 1.02
H -0.84 3.87 -0.52
H 0.07 2.72 -1.48
H -1.49 1.36 -0.38
H -1.57 2.37 1.06
H -0.57 0.66 1.90
H 0.49 -1.21 1.17
H -0.90 -0.72 0.15
H 0.43 -1.20 -1.63
H 1.15 0.42 -1.45
H 3.18 -0.53 -0.86
H 2.42 -1.41 0.52
H 3.95 -3.85 -1.64
H 3.88 -2.43 -2.69
H 4.54 -2.25 -0.99
C -3.25 -1.93 -2.15
F -2.51 -2.82 -1.40
F -2.38 -1.29 -2.92
F -4.01 -2.66 -2.96
S -4.27 -0.76 -1.08
O -3.30 -0.07 -0.27
O -5.25 -1.64 -0.23
O -4.95 0.07 -2.01
C -7.79 0.79 -0.41
C -8.67 1.58 0.52
O -7.84 1.75 1.67
C -6.56 1.76 1.20
O -5.62 2.14 1.84
O -6.48 1.28 -0.06
F -9.77 0.87 0.89
H -7.85 -0.28 -0.23
H -8.03 0.98 -1.47
H -8.97 2.55 0.14
F 5.28 8.58 0.34
Mg -0.06 -2.74 2.06
F -8.88 0.24 -3.05
Cl -4.24 -3.27 -0.23
Ca 4.98 1.36 5.54
B 0.76 -5.64 -1.46
F 1.93 -5.45 -0.68
F 1.07 -5.43 -2.82
F 0.29 -6.96 -1.27
F -0.24 -4.72 -1.05
O -2.51 -6.45 2.17
C -1.62 -7.29 2.39
C -1.22 -7.23 4.09
O -0.32 -8.06 4.30
H -0.66 -7.16 1.86
H -1.86 -8.35 2.19
H -2.19 -7.38 4.60
H -1.00 -6.16 4.28
C 2.42 1.56 -5.46
Br 3.87 0.30 -5.46
Br 0.70 0.70 -5.30
Br 2.65 2.94 -4.11
H 2.44 2.05 -6.42
*
```


Q: Which of these has the lowest electronic energy?
A: C24H37BBr3CaClF10MgN2O10S